Computed, not measured: 2 unconnected molecules or ions with the total composition C2H9N5 in a non-equilibrium geometry, with ωB97M-V/def2-TZVPD.

```
! wB97M-V def2-TZVPD RIJCOSX def2/J DEFGRID3
* xyz 2 1
C 1.6766 -0.5484 -0.2041
C -2.0471 1.0252 -0.0831
N 1.7331 -1.2159 0.9347
N 0.6603 0.1792 -0.6291
N 0.8763 1.1327 -1.4639
N 0.9976 -1.7925 1.7556
N -1.0734 0.1322 0.2030
H 2.6425 -0.5420 -0.7960
H -1.8505 2.0399 0.2544
H -2.6312 0.9694 -0.9928
H -2.8187 0.8620 0.6435
H 1.4988 1.1327 -2.2565
H 0.0226 1.8131 -1.3903
H 1.4315 -2.0703 2.7549
H 0.1153 -2.2521 1.4519
H -1.2337 -0.8652 -0.1823
*
```

## Properties
LUMO (alpha / beta) (eV): -11.040 / -10.872
Orbital gap (alpha / beta) (eV): 7.8 / 8.1
Relative energy (zero: lowest compared OMol25 entry of this formula, charge and spin) (kcal per mole): 196.01
E_HOMO (alpha / beta) (eV): -18.796 / -19.013
DFT total energy (eV): -9645.0495
Molecular weight (g mol⁻¹): 103.13
Max |F| (eV/Å): 5.02

---

Computed, not measured: a molecular structure, C27H25BClF4IrN4O7P in a non-equilibrium geometry, with ωB97M-V/def2-TZVPD.

```
! wB97M-V def2-TZVPD RIJCOSX def2/J DEFGRID3
* xyz 2 2
Ir -0.7250 -0.3051 -0.2341
O 0.9232 2.6704 4.5406
C 1.9510 1.9416 4.0815
O 3.0351 1.9461 4.5956
C 1.6780 1.0870 2.8582
C 2.6280 0.2517 2.2620
Cl 4.1919 -0.1100 2.7402
N 2.0780 -0.3620 1.1815
N 0.7975 0.0784 1.0595
C 0.5601 0.9172 2.0678
C -0.8259 1.4007 2.0908
O -1.3457 2.1027 2.9065
O -1.5153 0.9145 1.0213
C 2.7178 -1.3676 0.3651
C 2.1664 -2.6393 0.3106
C 2.7943 -3.5994 -0.4665
C 3.9555 -3.2833 -1.1595
C 4.4953 -2.0085 -1.0789
C 3.8770 -1.0343 -0.3134
H 0.0894 2.5651 4.0346
H 1.2783 -2.8690 0.8799
H 2.3923 -4.6030 -0.5146
H 4.4467 -4.0369 -1.7598
H 5.3969 -1.7640 -1.6232
H 4.2715 -0.0287 -0.2703
O -0.6573 7.6798 -1.1931
C -0.3550 6.7282 -0.3079
O 0.0579 6.9855 0.7851
C -0.5712 5.2848 -0.7087
C -1.7191 4.8624 -1.3376
C -1.8991 3.5113 -1.6311
C -0.9275 2.6080 -1.2649
C 0.2140 3.0211 -0.6053
C 0.3843 4.3671 -0.3202
N -1.1139 1.2169 -1.5597
C -1.4742 0.8299 -2.7202
C -1.6506 -0.5972 -2.9499
C -1.9800 -1.1525 -4.1614
C -2.0599 -2.5441 -4.2561
C -1.8017 -3.3204 -3.1404
C -1.4797 -2.7018 -1.9458
N -1.4131 -1.3713 -1.8601
H -0.8649 7.3266 -2.0674
H -2.4960 5.5774 -1.5786
H -2.8135 3.1638 -2.0982
H 0.9890 2.3042 -0.3706
H 1.2665 4.7255 0.1929
H -1.6180 1.5399 -3.5245
H -2.1532 -0.5196 -5.0209
H -2.3122 -3.0084 -5.2003
H -1.8441 -4.3994 -3.1831
H -1.2507 -3.2543 -1.0454
F 1.0173 -0.5018 -1.5166
B 1.9819 0.1516 -2.6385
F 2.7377 1.0259 -1.9134
F 1.1486 0.7760 -3.5475
F 2.6198 -0.9198 -3.1496
C -2.2181 -1.2123 3.4180
P -1.8203 -2.4593 2.2032
C -3.3611 -3.1423 1.6070
C -0.8808 -3.7474 3.0033
O -0.9677 -1.9261 1.0150
H -2.8627 -1.6510 4.1817
H -2.7407 -0.3749 2.9550
H -1.3097 -0.8464 3.9004
H -3.9468 -3.5179 2.4476
H -3.1692 -3.9663 0.9192
H -3.9392 -2.3695 1.0978
H -1.4788 -4.2006 3.7961
H 0.0274 -3.3281 3.4381
H -0.6070 -4.5172 2.2813
*
```

## Properties
LUMO (alpha / beta) (eV): -8.561 / -9.267
Orbital gap (alpha / beta) (eV): 6.0 / 5.3
Relative energy (zero: lowest compared OMol25 entry of this formula, charge and spin) (kcal per mole): 46.20
E_HOMO (alpha / beta) (eV): -14.557 / -14.557
DFT total energy (eV): -84885.9427
Molecular weight (g mol⁻¹): 862.97
Max |F| (eV/Å): 2.61

---

Computed, not measured: a molecular structure, C26H30F5GaN4O7P, with ωB97M-V/def2-TZVPD.

```
! wB97M-V def2-TZVPD RIJCOSX def2/J DEFGRID3
* xyz -1 1
C -3.9345 -3.9237 -2.2913
C -4.0283 -2.8220 -1.2402
C -5.2403 -2.9915 -0.3105
N -3.2809 -1.8071 -1.1209
Ga -1.4585 -1.7169 -1.7851
C -0.9398 0.1887 -2.2053
C -1.7876 0.8783 -3.2899
C -2.0409 0.0465 -4.5621
C -1.0305 0.3087 -5.6512
F 0.2560 0.1582 -5.2255
F -1.1299 1.6001 -6.1219
C -1.2075 -0.5961 -6.9076
F -1.5588 -1.8419 -6.5821
F -2.1617 -0.1074 -7.7138
F -0.0786 -0.6682 -7.6227
P 0.0427 -2.4859 -0.1069
O 0.3807 -1.5102 1.0035
H -4.9307 -4.1045 -2.7130
H -3.6054 -4.8695 -1.8395
H -3.2520 -3.6514 -3.1013
H -5.5960 -4.0282 -0.3027
H -4.9739 -2.6607 0.6939
H -6.0688 -2.3790 -0.6918
H -1.1748 -2.6810 -3.0590
H -1.0548 0.7638 -1.2767
H 0.1253 0.2350 -2.4616
H -2.7515 1.2042 -2.8836
H -1.2856 1.8043 -3.6049
H -3.0144 0.3094 -4.9994
H -2.0614 -1.0259 -4.3574
H 1.2343 -2.8691 -0.7849
H -0.3397 -3.7588 0.4097
C -0.3670 7.4058 -7.7650
C -0.8756 6.1209 -7.9021
C -1.2512 5.3971 -6.7811
C -1.1085 5.9849 -5.5384
C -0.5992 7.2592 -5.3761
C -0.2268 7.9723 -6.5047
N -1.5152 5.2177 -4.3446
O -1.9489 4.1034 -4.5319
O -1.3846 5.7512 -3.2616
H -0.0766 7.9672 -8.6436
H -0.9791 5.6780 -8.8832
H -1.6407 4.3930 -6.8658
H -0.4970 7.6815 -4.3877
H 0.1740 8.9713 -6.3987
C 0.8174 -0.4984 3.8602
C 2.1153 -0.3977 4.3521
C 2.3848 0.3611 5.4795
C 1.3373 1.0124 6.1090
C 0.0381 0.9363 5.6381
C -0.2129 0.1761 4.5067
N 1.6134 1.8003 7.3159
O 2.7652 1.8687 7.7045
O 0.6776 2.3436 7.8725
H 0.6052 -1.0932 2.9753
H 2.9218 -0.9183 3.8521
H 3.3893 0.4457 5.8675
H -0.7571 1.4610 6.1463
H -1.2207 0.1074 4.1199
C 5.1067 -3.9466 9.2385
C 5.9953 -3.4508 8.2935
C 5.5997 -3.3100 6.9728
C 4.3115 -3.6713 6.6267
C 3.4103 -4.1687 7.5488
C 3.8183 -4.3064 8.8661
N 3.8763 -3.5067 5.2270
O 4.6895 -3.0730 4.4349
O 2.7334 -3.8038 4.9592
H 5.4182 -4.0492 10.2697
H 6.9978 -3.1686 8.5848
H 6.2754 -2.9240 6.2245
H 2.4107 -4.4370 7.2414
H 3.1263 -4.6906 9.6029
*
```

## Properties
LUMO (eV): 1.106
Orbital gap (eV): 5.8
Relative energy (zero: lowest compared OMol25 entry of this formula, charge and spin) (kcal per mole): 0.00
E_HOMO (eV): -4.673
DFT total energy (eV): -122987.9446
Molecular weight (g mol⁻¹): 706.23
Max |F| (eV/Å): 0.94

---

Computed, not measured: a molecular structure, C42H53BiGe2N3O4STe2, with ωB97M-V/def2-TZVPD.

```
! wB97M-V def2-TZVPD RIJCOSX def2/J DEFGRID3
* xyz 2 2
Bi -0.9964 0.1222 0.0344
C -3.0148 2.0712 2.4205
C -1.6034 1.8169 2.9228
N -1.1235 0.4527 2.6401
C -1.7295 -0.6111 3.4631
C -3.1250 -1.0997 3.0633
S -3.4771 -1.2305 1.2804
C -4.8415 -0.0472 1.0670
C -4.4681 1.3536 0.5647
N -3.1385 1.7931 0.9821
H -3.7318 1.4572 2.9613
H -3.2732 3.1114 2.6444
H -0.9206 2.5157 2.4343
H -1.5699 2.0287 3.9976
H -0.1292 0.4256 2.8512
H -1.0435 -1.4531 3.4329
H -1.7868 -0.2856 4.5091
H -3.2481 -2.1025 3.4733
H -3.9164 -0.4964 3.5014
H -5.5385 -0.5068 0.3670
H -5.3637 -0.0044 2.0222
H -4.4882 1.3659 -0.5267
H -5.2510 2.0484 0.8925
H -2.9276 2.6551 0.4886
O 1.3930 0.1804 -0.0085
C 1.4524 0.3276 -1.2718
O 0.3711 0.4050 -1.9428
C 2.7657 0.4160 -1.9489
C 3.9342 0.3453 -1.1989
C 5.1639 0.4438 -1.8254
C 5.1858 0.6183 -3.1959
C 4.0399 0.6892 -3.9680
C 2.8173 0.5832 -3.3301
N 6.5009 0.7409 -3.8701
O 7.4884 0.5899 -3.1855
O 6.4925 0.9596 -5.0603
H 3.8689 0.2153 -0.1286
H 6.0948 0.3913 -1.2803
H 4.1217 0.8254 -5.0362
H 1.8974 0.6305 -3.8965
Te -0.3836 3.3279 -0.9011
C 1.6674 3.5125 -0.5117
C 2.2285 3.1006 0.6946
C 3.5898 3.2474 0.9033
C 4.3936 3.7792 -0.0981
C 3.8368 4.1738 -1.3053
C 2.4701 4.0477 -1.5140
C -1.1819 4.6756 0.5063
C -0.4782 5.0994 1.6278
C -1.0887 5.9521 2.5375
C -2.3971 6.3728 2.3379
C -3.0937 5.9583 1.2114
C -2.4854 5.1156 0.2901
H 1.6081 2.6626 1.4670
H 4.0274 2.9423 1.8450
H 5.4578 3.8869 0.0650
H 4.4609 4.5938 -2.0827
H 2.0373 4.3755 -2.4507
H 0.5475 4.7908 1.7840
H -0.5356 6.2972 3.4010
H -2.8655 7.0405 3.0481
H -4.1012 6.3108 1.0346
H -3.0220 4.8426 -0.6140
C -0.5073 -6.0657 -0.4163
Ge -1.7486 -4.5472 -0.4001
C -2.5564 -4.2814 -2.1555
C -3.1346 -4.7918 0.9504
Ge -0.1062 -2.7839 0.1178
C 1.3991 -2.8482 -1.0902
C 2.7087 -2.8628 -0.6029
C 3.7784 -3.0011 -1.4735
C 3.5562 -3.1067 -2.8406
C 2.2595 -3.0970 -3.3381
C 1.1890 -2.9780 -2.4650
C 0.4950 -2.7288 1.9747
C 1.4082 -1.7860 2.4615
C 1.7919 -1.8030 3.7958
C 1.2840 -2.7650 4.6615
C 0.4005 -3.7228 4.1846
C 0.0069 -3.6996 2.8528
H -0.9729 -6.8810 -0.9725
H -0.3109 -6.4124 0.5979
H 0.4396 -5.8218 -0.8958
H -3.2248 -5.1228 -2.3458
H -1.8084 -4.2645 -2.9466
H -3.1584 -3.3728 -2.1995
H -3.4892 -5.8210 0.8734
H -3.9763 -4.1243 0.7778
H -2.7725 -4.6381 1.9654
H 2.8961 -2.7797 0.4608
H 4.7891 -3.0287 -1.0874
H 4.3944 -3.2102 -3.5171
H 2.0849 -3.1980 -4.4012
H 0.1806 -3.0037 -2.8609
H 1.8387 -1.0497 1.7935
H 2.5079 -1.0761 4.1593
H 1.5910 -2.7801 5.6986
H 0.0224 -4.4913 4.8458
H -0.6802 -4.4604 2.5017
C -1.5973 -1.0901 -3.9440
Te -2.9091 -0.3317 -2.4513
C -2.8613 1.6505 -3.2278
H -1.8680 -2.1204 -4.1508
H -0.5727 -0.9854 -3.6048
H -1.7635 -0.4840 -4.8319
H -1.8244 1.9522 -3.3452
H -3.3759 2.3177 -2.5396
H -3.3767 1.6492 -4.1844
*
```

## Properties
LUMO (alpha / beta) (eV): -5.136 / -7.697
Orbital gap (alpha / beta) (eV): 7.1 / 5.4
Relative energy (zero: lowest compared OMol25 entry of this formula, charge and spin) (kcal per mole): 0.00
E_HOMO (alpha / beta) (eV): -12.245 / -13.061
DFT total energy (eV): -201351.9950
Molecular weight (g mol⁻¹): 1305.37
Max |F| (eV/Å): 0.42